The following is a quantum chemistry calculation of a cluster of 7 separate species, C24H57FIN6O6P2 in total at a distorted geometry, from OMol25.

```
97
Properties=species:S:1:pos:R:3:forces:R:3:mulliken_charge:R:1
C 1.7565 0.2574 0.8801 0.1043 0.0855 0.1160 0.210
C 1.5587 1.5556 1.6821 0.2163 -0.2902 -0.2342 -0.870
C 0.2955 2.3575 1.2726 0.7606 0.1407 0.0243 2.368
C 0.6933 3.7301 0.7206 0.0214 -0.1115 0.0772 -2.283
P -0.9404 2.4682 2.5999 0.0004 0.2617 -0.6285 0.426
F -0.3557 1.6743 3.8079 -0.0616 -0.0726 0.0158 -0.195
I -1.2254 4.6678 3.4061 0.0228 -0.0471 0.0732 0.111
P -2.8784 1.6408 2.3198 -0.7734 -0.4523 1.3153 0.023
C -2.6576 0.1756 1.2740 0.4339 0.1589 -0.1943 -0.521
C -3.9523 2.8661 1.5074 0.1722 -0.0988 -0.3511 -0.337
H 1.0042 0.1311 0.1069 0.1964 -0.1202 0.2312 -0.283
H 1.7587 -0.6126 1.5257 -0.1650 -0.1971 0.0530 0.290
H 2.7210 0.2593 0.3865 0.1671 0.0227 -0.0970 0.119
H 2.4183 2.1916 1.5004 0.0637 0.2550 0.0765 0.361
H 1.5854 1.3245 2.7393 -0.0503 0.0662 0.1683 0.306
H -0.1891 1.8283 0.4529 -0.3945 -0.1333 0.1667 -0.968
H 1.2025 4.3150 1.4788 0.0055 0.1742 0.1181 0.562
H 1.4121 3.5567 -0.0734 0.0218 -0.0065 -0.2246 0.519
H -0.1459 4.2878 0.3186 -0.1101 0.1324 -0.0299 0.485
H -2.0843 -0.5591 1.8308 0.0517 -0.1984 0.1073 0.498
H -2.1880 0.3509 0.3139 -0.0263 0.0503 -0.2390 -0.286
H -3.6467 -0.2474 1.1281 -0.1804 -0.0350 -0.0246 0.450
H -3.5247 3.8561 1.4025 0.1345 0.1162 0.0000 0.337
H -4.8377 2.9347 2.1271 -0.1506 0.0720 0.0930 0.384
H -4.2321 2.4982 0.5207 -0.0025 0.1063 -0.0643 -0.198
C -5.7880 3.1223 -2.0129 0.1022 0.0368 0.1186 0.082
O -5.0788 2.3847 -1.3351 -0.0881 0.0162 -0.1540 -0.692
N -6.7339 2.6970 -2.8501 -0.1288 -0.0425 -0.1273 0.133
C -7.5478 3.6159 -3.6284 0.0207 -0.1091 0.0235 -0.916
C -6.9587 1.2648 -2.9871 0.0552 0.0669 0.0656 -0.843
H -5.6937 4.2183 -1.9773 0.0069 -0.0060 0.0029 0.304
H -8.6022 3.4922 -3.3804 -0.0133 0.0247 -0.0044 0.349
H -7.4134 3.4325 -4.6946 -0.0053 0.0241 -0.0146 0.349
H -7.2544 4.6398 -3.4097 0.0093 0.0150 0.0081 0.287
H -7.2334 0.8295 -2.0269 -0.0117 -0.0160 0.0011 0.302
H -6.0526 0.7715 -3.3377 -0.0018 -0.0202 -0.0252 0.177
H -7.7588 1.0986 -3.7022 -0.0162 0.0054 -0.0151 0.387
C 3.9634 -0.0945 4.1913 -0.2246 -0.0681 -0.0409 0.057
O 4.6148 -0.3973 3.2062 0.0126 0.0529 -0.0177 -0.659
N 4.4653 0.3593 5.3462 0.1160 0.0632 0.0770 0.106
C 3.6197 0.7038 6.4722 0.0996 -0.0123 -0.0405 -0.975
C 5.9109 0.5065 5.4749 -0.0457 -0.0318 -0.0909 -0.896
H 2.8608 -0.1780 4.2057 0.0122 -0.0062 0.0380 0.327
H 3.7487 1.7536 6.7405 -0.0208 0.0046 0.0127 0.356
H 3.8664 0.0897 7.3392 -0.0241 -0.0017 0.0187 0.364
H 2.5767 0.5334 6.2120 -0.0147 -0.0094 -0.0055 0.304
H 6.2935 1.2081 4.7345 0.0158 0.0382 0.0269 0.230
H 6.4039 -0.4529 5.3217 0.0101 -0.0074 0.0094 0.313
H 6.1407 0.8771 6.4696 -0.0043 0.0043 0.0225 0.397
C -1.8182 -1.8522 -1.8831 -0.0772 -0.0003 0.2382 -0.065
O -0.8423 -2.4397 -1.4566 0.0544 -0.0909 0.0207 -0.531
N -1.8372 -0.5356 -2.1510 0.0092 0.1816 -0.1626 0.424
C -3.0237 0.1630 -2.6135 0.2144 0.0403 0.0885 -1.124
C -0.6143 0.2254 -1.9411 -0.1527 -0.0984 -0.0947 -0.495
H -2.7899 -2.3477 -2.0502 0.0301 -0.0051 -0.0779 0.385
H -2.8224 0.6558 -3.5670 -0.0641 -0.0026 -0.0007 0.325
H -3.3249 0.9109 -1.8814 -0.1238 0.0820 -0.0819 0.432
H -3.8487 -0.5343 -2.7445 0.0452 -0.0902 0.0147 0.288
H 0.1936 -0.1459 -2.5708 0.0488 0.0274 -0.0190 0.194
H -0.2862 0.1421 -0.9027 -0.2697 -0.0462 -0.2925 -0.534
H -0.8030 1.2684 -2.1877 -0.0104 0.0264 -0.0078 0.359
C 1.5883 -1.6646 -5.9984 -0.0420 0.1259 -0.0647 0.107
O 1.9174 -0.6824 -5.3573 -0.0191 0.0068 0.0198 -0.571
N 1.1415 -2.8076 -5.4498 -0.0093 -0.1134 0.0404 0.182
C 0.7340 -3.9465 -6.2455 0.0455 0.0331 0.1199 -0.896
C 1.0701 -2.8766 -3.9991 0.0810 0.0014 -0.1577 -0.599
H 1.6194 -1.6906 -7.1006 0.0214 -0.0063 0.0116 0.257
H -0.3131 -4.1931 -6.0581 -0.0067 -0.0144 -0.0290 0.312
H 1.3438 -4.8205 -6.0097 -0.0050 -0.0200 -0.0302 0.328
H 0.8532 -3.7147 -7.3017 0.0047 0.0089 -0.0165 0.298
H 0.4224 -2.0937 -3.6170 -0.0313 -0.0116 0.0500 -0.188
H 2.0605 -2.7348 -3.5660 -0.0076 -0.0098 0.0516 0.302
H 0.6766 -3.8424 -3.6955 -0.0273 -0.0208 -0.0176 0.424
C 6.5912 2.0765 1.8298 -0.0743 0.0086 0.1374 0.817
O 7.0588 3.1212 2.2474 0.0116 0.0367 -0.0132 -0.640
N 6.7379 1.6168 0.5737 -0.0182 -0.0625 -0.0483 0.083
C 6.1296 0.3659 0.1685 -0.0001 0.0534 -0.1003 -0.784
C 7.5143 2.3950 -0.3762 -0.0248 -0.0119 0.0909 -0.979
H 5.9871 1.4002 2.4556 0.0277 0.0013 -0.0264 -0.291
H 6.8828 -0.3486 -0.1689 0.0095 0.0044 -0.0168 0.344
H 5.4215 0.5337 -0.6480 0.0108 -0.0526 -0.0258 0.322
H 5.5963 -0.0665 1.0131 0.0055 -0.0044 0.0196 0.217
H 8.5365 2.5230 -0.0205 0.0154 0.0079 -0.0140 0.290
H 7.0798 3.3869 -0.5044 0.0090 0.0111 -0.0172 0.306
H 7.5264 1.8782 -1.3323 -0.0036 -0.0141 -0.0143 0.393
C -2.9525 -4.4080 2.6787 -0.0570 -0.0896 0.0208 0.058
O -2.8665 -3.1905 2.6733 0.0172 0.1395 -0.0233 -0.573
N -2.4207 -5.2087 1.7412 0.0445 0.0031 0.0125 0.206
C -2.5561 -6.6503 1.7812 0.0546 0.0714 -0.0481 -0.901
C -1.6871 -4.5802 0.6539 -0.0988 0.0244 0.0909 -0.901
H -3.4900 -4.9580 3.4688 0.0124 0.0226 -0.0053 0.259
H -1.5762 -7.1277 1.8347 -0.0103 -0.0229 0.0122 0.322
H -3.0717 -7.0133 0.8903 -0.0099 -0.0209 0.0135 0.319
H -3.1317 -6.9389 2.6581 -0.0106 0.0006 0.0161 0.306
H -0.8476 -4.0066 1.0435 0.0340 0.0229 -0.0570 0.271
H -2.3371 -3.8907 0.1198 0.0457 0.0129 -0.0616 0.181
H -1.3196 -5.3363 -0.0338 -0.0182 -0.0465 0.0176 0.411
```
Positions in Å, forces in eV/Å.

Computed properties:
2S+1: 1
Frontier orbital gap, eV: 7.040
LUMO level, eV: -3.425
ΔE to the lowest compared entry with this formula, charge and spin, kcal per mole: 0.0
Charge: +1
E, eV: -76429.277

=====

The following is a quantum chemistry calculation of a cluster of 12 separate species, C26H40FN13O3 in total at a distorted geometry, from OMol25.

```
83
Properties=species:S:1:pos:R:3:forces:R:3:mulliken_charge:R:1
N 2.1501 -4.2672 0.5921 -0.8301 0.8472 -0.1421 -0.440
C 1.6512 -3.0825 -0.0984 2.3452 -0.0952 -0.4262 -0.080
O 0.2139 -3.0787 -0.3850 -2.3133 -0.9816 2.2704 -0.280
C -0.5506 -3.2240 0.7512 1.2598 0.9489 0.7307 0.619
O -0.2605 -2.8755 1.8858 -0.8503 -0.6853 -2.5341 -0.499
O -1.8527 -3.8236 0.5523 1.9463 1.3447 0.3945 -0.138
F -1.5768 -4.9085 -0.2671 -0.2411 -0.8730 -0.8531 -0.112
H 1.9592 -5.1425 0.0882 0.1570 0.6425 0.2695 0.199
H 1.8750 -4.3062 1.5769 0.0087 -0.0811 -0.6030 0.288
H 2.1719 -3.0641 -1.1185 -1.2477 0.0831 1.5553 0.127
H 1.9104 -2.1334 0.4597 -0.3407 -1.2387 -0.4648 0.304
C -2.5196 -0.3114 1.0752 -0.0409 0.7898 -0.4197 -0.955
C -1.9677 1.0165 0.6553 0.2662 1.7744 -0.8573 0.437
N -1.5367 2.0856 0.3250 -0.7919 -13.3092 7.6303 -0.234
H -1.9553 -0.6914 1.9278 0.0363 0.0716 -0.0896 0.242
H -3.5706 -0.2124 1.3586 0.0963 -0.0241 -0.0921 0.297
H -2.4396 -1.0212 0.2501 -0.0370 0.0560 0.0310 0.308
C -0.6831 4.9352 -2.7599 0.0622 -0.8813 0.4424 -0.833
C -1.0220 4.1434 -1.5353 -0.3125 -1.6109 1.3112 0.348
N -1.2940 3.4854 -0.5686 0.8902 13.1207 -8.0675 -0.325
H -1.5865 5.1160 -3.3434 0.0418 -0.0652 0.0528 0.219
H -0.2469 5.8924 -2.4721 -0.0281 -0.1022 0.0687 0.232
H 0.0349 4.3884 -3.3770 -0.0842 0.1282 -0.0032 0.262
C 3.8499 -1.0073 -3.9878 0.1738 -0.4716 0.5605 -0.332
C 3.8902 -2.1280 -3.0054 0.0284 -0.4861 0.4113 0.398
N 3.9215 -2.9973 -2.2348 0.1615 1.3173 -1.3101 -0.546
H 2.9404 -0.4247 -3.8463 0.0904 -0.1352 0.0889 0.060
H 4.7163 -0.3583 -3.8475 -0.0283 -0.0863 0.0297 0.045
H 3.8632 -1.4040 -5.0036 -0.0169 -0.0548 0.1173 0.281
C 6.8147 1.3003 -1.1359 0.0700 0.0049 -0.6956 -0.450
C 6.8051 1.4127 -2.6227 -0.0636 0.1963 -2.0730 0.376
N 6.7947 1.5007 -3.7943 0.0168 -0.2930 3.1226 -0.476
H 7.5582 1.9790 -0.7155 -0.0208 -0.0358 -0.1243 0.322
H 5.8327 1.5577 -0.7409 0.0843 -0.0402 -0.1611 -0.020
H 7.0592 0.2784 -0.8428 -0.0316 0.0594 -0.0811 0.227
C -0.3635 -8.2304 -1.4122 0.6365 0.4179 -0.1767 -0.784
C 0.8693 -7.4462 -1.7162 0.5547 0.3763 -0.1384 0.401
N 1.8286 -6.8349 -1.9528 -1.4413 -0.8957 0.4400 -0.419
H -0.4556 -8.3734 -0.3350 0.0496 0.0455 -0.0876 0.262
H -1.2416 -7.6965 -1.7772 0.1119 0.0039 0.0198 0.243
H -0.3117 -9.2054 -1.8980 0.0486 0.0986 0.0220 0.327
C 2.3387 2.1797 0.8343 0.3561 0.0183 -0.6560 -0.527
C 3.1374 2.3020 -0.4203 0.3186 0.0435 -0.5939 0.480
N 3.7573 2.3974 -1.3994 -1.0311 -0.1155 1.4885 -0.532
H 1.2759 2.1124 0.5926 0.0556 0.0441 -0.0460 0.060
H 2.6388 1.2824 1.3776 0.0603 0.0419 -0.1196 0.237
H 2.5059 3.0524 1.4665 0.0149 -0.0422 -0.1092 0.308
C 1.2379 0.6354 -6.7183 -0.1421 -0.5024 0.5963 -0.851
C 0.9098 -0.3152 -5.6154 -0.7566 -1.6175 1.8278 0.409
N 0.6379 -1.0642 -4.7467 0.8192 2.3037 -2.6740 -0.408
H 0.3366 0.8701 -7.2855 0.0450 -0.0559 0.0903 0.337
H 1.6482 1.5569 -6.3034 -0.0328 -0.0976 0.0147 0.277
H 1.9735 0.1873 -7.3873 -0.0578 -0.0021 0.0851 0.279
C 5.8797 -3.5664 2.2533 -0.3131 0.5933 -0.3519 -0.785
C 5.3264 -2.3388 1.6127 -0.3690 0.7366 -0.4316 0.352
N 4.8974 -1.3795 1.1139 0.7054 -1.4937 0.8717 -0.356
H 5.3266 -4.4424 1.9120 -0.0169 0.1414 -0.0522 0.246
H 6.9308 -3.6820 1.9867 -0.0963 0.0606 -0.0119 0.281
H 5.7932 -3.4898 3.3377 -0.0110 0.0565 -0.0970 0.283
C -3.7782 1.9870 3.7948 -0.3038 -0.3251 0.6402 -0.574
C -4.4768 1.5175 5.0283 -0.3392 -0.1826 0.5123 0.356
N -5.0251 1.1536 5.9865 0.7652 0.5019 -1.4314 -0.442
H -2.8174 1.4789 3.7018 -0.0668 0.0526 0.0661 0.256
H -4.3881 1.7672 2.9178 -0.0138 0.0735 0.1132 0.075
H -3.6096 3.0628 3.8493 -0.0465 -0.0997 0.0121 0.318
C -4.7028 -1.8591 7.6655 -0.0163 -0.6138 0.5581 -0.638
C -4.6992 -2.9786 8.6533 0.0131 -0.5399 0.4514 0.191
N -4.6966 -3.8496 9.4218 -0.0062 1.2947 -1.1415 -0.355
H -5.5907 -1.2425 7.8060 0.1042 -0.0442 -0.0046 0.263
H -3.8155 -1.2406 7.8023 -0.0945 -0.0554 0.0145 0.264
H -4.7045 -2.2593 6.6513 -0.0029 -0.0008 0.1053 0.264
C -8.1142 2.5657 4.3193 0.3741 0.0180 -0.6517 -0.757
C -7.3326 2.6547 3.0510 0.9721 0.1230 -1.6684 0.379
N -6.7236 2.7263 2.0505 -1.5082 -0.2213 2.6066 -0.437
H -9.1811 2.5318 4.0953 0.1073 0.0193 -0.0590 0.313
H -7.8349 1.6630 4.8639 0.0576 0.0867 -0.0708 0.248
H -7.9084 3.4360 4.9432 0.0334 -0.0689 -0.0835 0.260
C -1.7606 8.6746 -4.3242 0.0418 -0.5959 -0.5168 -0.738
C -1.6942 7.5424 -5.2946 0.0301 -0.5107 -0.4484 0.331
N -1.6423 6.6605 -6.0486 -0.0654 1.2837 1.1543 -0.397
H -0.7787 9.1395 -4.2295 -0.0668 -0.0745 -0.0476 0.259
H -2.4758 9.4201 -4.6732 0.0522 -0.0989 -0.0083 0.305
H -2.0769 8.3073 -3.3472 0.0142 -0.0151 -0.1016 0.265
```
Positions in Å, forces in eV/Å.

Computed properties:
2S+1: 1
Frontier orbital gap, eV: 7.123
LUMO level, eV: 0.368
E, eV: -55829.344

=====

The following is a quantum chemistry calculation of a cluster of 2 separate species, CH2I2 in total at a distorted geometry, from OMol25.

```
5
Properties=species:S:1:pos:R:3:forces:R:3:nbo_charge:R:1
C 0.0294 0.7338 0.5169 -1.3323 -0.7948 -1.0655 -0.558
I 0.4550 -0.5868 1.9730 0.1620 -0.0902 0.4136 0.231
I -0.2394 -1.6146 -2.2000 0.0149 0.1452 0.1568 -0.036
H 0.6789 0.8487 -0.2998 1.8774 0.5194 -0.3954 0.179
H -0.9238 0.6189 0.0099 -0.7220 0.2204 0.8906 0.184
```
Positions in Å, forces in eV/Å.

Computed properties:
2S+1: 1
Frontier orbital gap (alpha / beta), eV: 8.927 / 5.555
LUMO level (alpha / beta), eV: -1.026 / -3.271
ΔE to the lowest compared entry with this formula, charge and spin, kcal per mole: 59.1
E, eV: -17267.744